ORCA calculation (the ωB97M-V functional and the def2-TZVPD basis) on the molecule C5H13NO at a distorted geometry.

```
! wB97M-V def2-TZVPD RIJCOSX def2/J DEFGRID3
* xyz 0 1
O -1.888 0.987 -0.024
N 0.759 -0.579 -0.667
C 0.126 -0.113 -1.930
C 0.551 0.441 0.380
C -0.860 0.772 0.929
C 1.486 0.233 1.570
C 0.011 -1.783 -0.252
H 2.475 0.032 1.173
H 0.303 0.947 -2.063
H 1.133 -0.625 2.130
H 1.447 1.064 2.272
H 0.194 -1.959 0.811
H -0.680 1.667 1.529
H 0.779 1.393 -0.117
H 0.274 -2.650 -0.850
H 0.655 -0.604 -2.744
H -0.950 -0.278 -1.942
H -1.227 0.016 1.608
H -1.079 -1.641 -0.232
H -1.770 1.880 -0.376
*
```

Properties
SMILES = C[C@H](CO)N(C)C
DFT total energy = -8932.37520 eV
Frontier orbital gap = 9.5 eV
Lowest unoccupied orbital energy = 0.866 eV

=====

ORCA calculation (the ωB97M-V functional and the def2-TZVPD basis) on a cluster of 13 separate species, C34H58Cl24F13N3O2PS in total at a distorted geometry.

```
! wB97M-V def2-TZVPD RIJCOSX def2/J DEFGRID3
* xyz 1 1
Cl 1.346 4.326 -1.024
Cl -2.750 -6.178 -9.693
Cl -2.019 3.929 6.460
Cl 4.147 -1.783 10.074
Cl -3.839 -9.176 -0.880
Cl -5.480 -2.235 -8.592
Cl -1.482 -11.676 -3.781
Cl -4.583 -11.043 -5.057
Cl 5.519 -4.707 8.974
Cl -0.402 -6.390 -7.225
Cl -0.874 6.457 10.769
Cl -2.079 13.150 -2.856
Cl 1.620 6.984 6.931
Cl 0.913 2.790 2.766
Cl -2.012 4.506 2.367
Cl -7.482 0.481 -8.086
Cl 5.484 0.635 7.289
Cl 0.197 7.511 -1.425
Cl -1.224 9.852 10.850
Cl -4.228 1.868 8.045
Cl -0.093 10.427 -3.389
Cl -6.330 -8.713 -3.167
Cl 2.995 4.057 5.839
Cl 2.100 0.977 7.029
S -3.168 -2.462 -3.488
P 9.102 -2.092 -4.231
F -2.468 -2.980 -4.938
F -3.688 -4.029 -3.265
F -4.579 -2.189 -4.379
F -1.743 -0.301 -1.531
F -3.811 0.097 -3.769
F -1.753 -2.880 -2.730
F -1.771 1.364 -3.036
F 0.924 -1.340 -1.379
F 0.785 1.037 -1.387
F 0.238 -1.383 -4.176
F -3.955 -2.054 -2.088
F 0.309 0.884 -4.221
F -2.295 -0.657 -5.256
O 8.738 -3.359 -5.338
O 10.018 -2.847 -2.979
N 9.920 -0.893 -4.876
N 4.921 -1.678 -3.356
N 5.007 -0.869 -2.322
C -3.043 -12.242 -3.134
C 1.303 4.328 6.328
C -0.011 -0.246 -3.386
C 3.829 -4.436 9.468
C -1.900 -5.425 -7.201
C -4.048 -12.529 -4.232
C -3.021 2.658 5.716
C 6.116 -2.067 -3.982
C -1.544 -0.055 -2.927
C 3.343 -3.047 9.109
C 2.557 -0.086 -2.750
C -7.859 -1.215 -7.692
C -3.034 -6.108 -7.937
C -1.245 10.668 -2.051
C -0.315 2.535 1.501
C 0.718 5.058 -2.523
C 7.528 -0.554 -2.245
C 6.099 -0.229 -1.672
C -4.369 2.522 6.394
C -3.761 -8.198 -2.367
C 3.657 -0.551 -1.687
C -2.639 -0.720 -3.873
C -2.467 11.453 -2.482
C 1.048 -0.143 -2.159
C 0.280 7.668 10.157
C 7.462 -1.541 -3.437
C -6.631 -1.987 -7.254
C -0.981 3.829 1.079
C 3.037 0.696 8.520
C -5.085 -7.534 -2.687
C 1.064 6.528 -2.630
C 4.389 1.379 8.481
C 0.819 5.719 5.965
C 0.292 8.927 11.001
H -4.888 3.480 6.453
H -3.961 -5.549 -7.790
H -3.159 2.937 4.669
H -1.678 -4.445 -7.626
H 0.776 6.907 -3.612
H -1.629 3.649 0.219
H -2.995 -7.436 -2.204
H 1.097 9.586 10.672
H -2.170 -5.288 -6.152
H 8.183 -4.005 -4.827
H 2.273 -2.965 9.310
H -0.361 4.896 -2.553
H 3.136 -0.382 8.661
H -0.247 4.587 0.801
H 8.486 -0.129 -1.801
H -1.042 1.812 1.875
H -0.715 11.164 -1.235
H 4.296 2.440 8.241
H 3.225 -5.184 8.951
H 10.030 -1.144 -5.874
H -1.543 9.675 -1.709
H 9.454 -3.576 -2.611
H -2.459 1.722 5.746
H 2.134 6.700 -2.499
H 1.227 4.143 7.401
H 0.027 7.884 9.118
H 0.702 3.580 5.810
H 6.126 -2.771 -4.892
H -3.191 -7.127 -7.579
H -4.997 1.828 5.833
H -4.962 -6.846 -3.526
H -3.639 -13.205 -4.985
H 3.381 -1.507 -1.110
H -3.429 -8.844 -3.182
H 0.446 8.701 12.057
H 2.619 -0.586 -3.770
H -2.938 11.011 -3.361
H -6.923 -2.978 -6.901
H 5.981 0.479 -0.774
H -8.329 -1.669 -8.566
H -0.250 5.801 6.162
H -3.201 11.467 -1.673
H 1.166 4.510 -3.354
H -5.467 -6.967 -1.835
H 4.875 1.292 9.455
H -4.940 -12.992 -3.806
H -8.592 -1.196 -6.883
H -2.840 -13.156 -2.573
H 3.759 0.276 -0.907
H 2.743 1.039 -2.940
H -3.415 -11.490 -2.437
H 1.267 7.202 10.176
H 3.509 -2.824 8.053
H 3.756 -4.622 10.541
H 0.988 5.940 4.909
H 0.199 2.090 0.648
H 2.444 1.094 9.346
H -6.104 -1.478 -6.445
*
```

Properties
DFT total energy = -400742.33137 eV
Frontier orbital gap = 5.6 eV
Lowest unoccupied orbital energy = -5.872 eV

=====

ORCA calculation (the ωB97M-V functional and the def2-TZVPD basis) on a structure of composition C4H21O8 at a distorted geometry.

```
! wB97M-V def2-TZVPD RIJCOSX def2/J DEFGRID3
* xyz -1 1
O -0.345 -0.766 -1.414
O 0.541 -3.736 -2.043
O -2.184 2.433 -1.286
O -2.624 2.867 1.663
O -0.419 -1.842 0.990
O 3.264 -1.539 0.669
O 0.142 -1.730 -3.989
O 0.274 1.451 -0.679
C 0.505 1.450 1.705
C 1.213 1.351 0.343
C -0.039 -1.040 2.097
C -0.613 0.442 1.892
H -1.141 0.340 0.945
H -0.622 -1.521 2.883
H 0.162 -3.110 -2.682
H 1.049 -0.978 2.212
H -2.587 2.424 0.794
H 1.664 0.335 0.281
H 2.394 -1.925 0.869
H 0.121 -3.711 -1.180
H -1.235 -0.505 -1.155
H -1.298 0.607 2.718
H 2.109 1.989 0.282
H -1.224 2.229 -1.195
H -0.253 -1.440 -3.128
H -1.675 3.046 1.634
H 0.136 2.480 1.777
H 3.003 -1.269 -0.220
H 0.100 0.421 -1.128
H 0.875 -1.110 -4.039
H -2.447 2.423 -2.199
H -0.149 -1.472 0.114
H 1.300 1.405 2.468
*
```

Properties
DFT total energy = -20870.18259 eV
Frontier orbital gap = 9.4 eV
Lowest unoccupied orbital energy = 3.337 eV

=====

ORCA calculation (the ωB97M-V functional and the def2-TZVPD basis) on the molecule C18H15N3O3 at a distorted geometry.

```
! wB97M-V def2-TZVPD RIJCOSX def2/J DEFGRID3
* xyz 0 1
O 3.062 3.245 -2.073
O -0.208 2.036 -1.236
O 1.393 -1.438 0.921
N -1.719 0.083 -0.116
N 1.997 0.954 0.387
N 2.538 1.671 -0.516
C 0.815 2.876 -1.661
C -0.135 -1.918 -2.721
C 1.045 -1.110 -3.192
C -2.614 -2.226 -0.048
C 2.142 2.640 -1.326
C 0.458 0.515 1.972
C -0.865 -1.678 -1.514
C -1.459 0.233 3.555
C -0.256 -1.746 2.736
C -1.593 -2.461 -0.765
C 1.017 1.548 1.219
C 0.834 0.231 -2.796
C 0.526 -1.020 1.690
C -2.400 -0.772 0.368
C -1.239 -1.145 3.465
C -0.985 -0.311 -1.207
C -0.388 1.004 2.861
C 0.106 0.619 -1.848
H 1.326 1.134 -3.186
H -3.187 -2.874 0.555
H 1.870 -0.639 0.710
H -0.677 2.093 2.990
H 0.219 -2.951 -2.847
H 0.879 2.414 1.132
H -1.873 -1.781 4.135
H -1.555 -3.503 -1.121
H -3.298 -0.286 1.117
H 3.521 1.501 -0.660
H -0.103 -2.905 2.559
H 0.450 3.824 -1.090
H -1.961 0.553 4.257
H 1.530 -1.427 -4.039
H 0.788 3.019 -2.671
*
```

Properties
SMILES = O=C(COc1cccc2cccnc12)N/N=C/c1ccccc1O
DFT total energy = -29509.64330 eV
Frontier orbital gap = 7.5 eV
Lowest unoccupied orbital energy = -0.383 eV

=====

ORCA calculation (the ωB97M-V functional and the def2-TZVPD basis) on a structure of composition C8H20ClCoDyO at a distorted geometry.

```
! wB97M-V def2-TZVPD RIJCOSX def2/J DEFGRID3
* xyz -1 10
Dy -0.228 -0.494 -0.185
Co -3.323 -1.356 -1.549
Cl -4.719 -0.024 -2.468
O 0.842 1.029 0.741
C 0.955 2.735 2.492
C -3.514 -2.221 0.355
C 1.606 2.128 1.233
C 0.655 -2.364 0.707
C 1.205 -0.337 -2.072
C -2.561 -3.061 -2.382
C 1.590 3.160 0.089
C 3.049 1.696 1.567
H -3.074 -3.201 -3.352
H 1.905 2.628 -0.829
H 3.475 1.186 0.686
H -2.608 -2.140 1.012
H 0.892 2.030 3.339
H -1.466 -2.982 -2.558
H 3.630 2.613 1.818
H -4.386 -1.782 0.899
H -0.062 3.112 2.290
H 0.028 -2.883 1.488
H 0.547 3.509 -0.058
H 1.561 3.585 2.809
H 1.634 -1.299 -2.384
H -3.781 -3.296 0.244
H -2.787 -3.955 -1.776
H 3.066 0.979 2.413
H 2.276 3.993 0.352
H 0.624 -0.003 -2.937
H 0.888 -3.305 0.129
H 2.082 0.320 -2.110
*
```

Properties
DFT total energy = -84896.92383 eV
Frontier orbital gap (alpha / beta) = 6.3 / 8.3 eV
Lowest unoccupied orbital energy (alpha / beta) = 2.438 / 2.625 eV

=====

ORCA calculation (the ωB97M-V functional and the def2-TZVPD basis) on a cluster of 2 separate species, C4H7NO in total at a distorted geometry.

```
! wB97M-V def2-TZVPD RIJCOSX def2/J DEFGRID3
* xyz 0 1
O -0.429 1.043 -0.774
N -3.221 -0.556 0.695
C 1.793 0.747 0.102
C 0.400 0.288 -0.302
C -2.873 0.471 0.295
C 0.155 -1.202 -0.164
H 0.449 -1.623 0.807
H 1.982 1.763 -0.254
H 2.585 0.073 -0.256
H -0.887 -1.466 -0.356
H 0.794 -1.658 -0.921
H 1.800 0.727 1.198
H -2.484 1.390 -0.096
*
```

Properties
SMILES = CC(C)=O.C#N
DFT total energy = -7798.24261 eV
Frontier orbital gap = 10.9 eV
Lowest unoccupied orbital energy = 0.844 eV

=====

ORCA calculation (the ωB97M-V functional and the def2-TZVPD basis) on a cluster of 2 separate species, C2H6O3 in total at a distorted geometry.

```
! wB97M-V def2-TZVPD RIJCOSX def2/J DEFGRID3
* xyz 0 1
O 1.146 -0.553 -0.841
O -2.264 1.424 0.324
O -2.203 -0.803 0.329
C -1.812 0.215 -0.144
C 1.781 -0.334 0.434
H 1.625 -1.312 -1.187
H 2.861 -0.257 0.281
H -2.991 1.758 -0.212
H -1.064 0.269 -0.929
H 1.490 0.658 0.790
H 1.430 -1.066 1.154
*
```

Properties
SMILES = O=CO.CO
DFT total energy = -8312.74163 eV
Frontier orbital gap = 11.5 eV
Lowest unoccupied orbital energy = 0.796 eV

=====

ORCA calculation (the ωB97M-V functional and the def2-TZVPD basis) on a cluster of 2 separate species, C3H3NO in total at a distorted geometry.

```
! wB97M-V def2-TZVPD RIJCOSX def2/J DEFGRID3
* xyz 0 1
O 1.284 -1.640 -2.642
N 1.006 1.094 0.857
C -0.525 -0.844 -1.193
C 0.408 0.080 0.404
C 0.404 -1.339 -1.913
H -1.602 -1.067 -0.929
H 0.974 2.047 0.422
H 0.460 -0.697 1.000
*
```

Properties
DFT total energy = -6692.76393 eV
Frontier orbital gap = 9.0 eV
Lowest unoccupied orbital energy = -0.302 eV

=====

ORCA calculation (the ωB97M-V functional and the def2-TZVPD basis) on a structure of composition C38H30N8O3Y at a distorted geometry.

```
! wB97M-V def2-TZVPD RIJCOSX def2/J DEFGRID3
* xyz 1 1
Y 0.135 0.138 -0.159
O -1.376 -1.249 -2.008
O 1.015 0.400 -2.490
O -1.271 1.449 -1.647
N 3.135 -1.720 -0.170
N -2.375 1.627 1.940
N -0.103 1.939 1.157
N 2.253 0.451 0.444
N 0.737 -2.023 -0.222
N -1.734 -0.520 0.948
N -1.598 -2.709 -0.144
N 2.121 2.803 0.884
C 0.882 2.794 1.409
C 3.212 -0.445 -0.094
C -0.177 -2.911 0.235
C 0.952 -6.057 1.944
C -1.710 -2.557 -1.669
C -0.924 3.487 2.664
C -1.652 4.244 3.562
C 1.851 -3.695 0.780
C -3.759 -1.459 0.586
C -1.272 2.265 1.901
C -1.014 5.335 4.143
C -2.372 -1.620 0.515
C -3.941 -0.156 1.155
C 4.344 0.395 -0.552
C -2.342 -0.480 -2.744
C 5.541 0.061 -1.158
C 0.402 3.806 2.368
C 2.700 1.715 0.387
C 6.082 2.428 -1.199
C -2.504 0.886 -2.099
C 0.011 -5.206 1.452
C 1.972 -2.446 0.146
C 0.444 -3.996 0.848
C 6.406 1.102 -1.479
C -2.656 0.397 1.348
C -4.884 -2.257 0.252
C 0.421 1.336 -3.380
C -5.248 0.323 1.405
C 4.881 2.760 -0.583
C -0.466 2.225 -2.538
C -6.310 -0.466 1.075
C -6.128 -1.754 0.494
C 1.042 4.886 2.945
C 1.794 -0.591 -3.177
C 2.345 -5.759 1.879
C 0.309 5.653 3.843
C 2.794 -4.603 1.318
C 4.023 1.722 -0.273
H 7.355 0.881 -1.949
H 1.189 1.936 -3.878
H -4.771 -3.250 -0.170
H -2.993 1.570 -2.797
H -2.676 3.995 3.805
H 3.849 -4.369 1.275
H 6.785 3.208 -1.459
H -7.003 -2.343 0.253
H -2.740 -2.795 -1.936
H 2.152 -1.302 -2.440
H -3.314 -0.977 -2.731
H -0.143 0.799 -4.149
H 4.627 3.784 -0.345
H -3.120 0.803 -1.202
H 3.047 -6.472 2.291
H -1.997 -0.421 -3.778
H 0.766 6.508 4.321
H 1.167 -1.104 -3.910
H -0.996 -3.266 -2.086
H -7.318 -0.122 1.264
H -1.556 5.950 4.850
H -1.090 2.881 -3.149
H 2.072 5.115 2.705
H 5.792 -0.971 -1.362
H 2.640 -0.114 -3.675
H -1.042 -5.452 1.540
H 0.144 2.856 -1.887
H 0.643 -6.984 2.409
H -2.066 -3.587 0.093
H -5.390 1.297 1.853
*
```

Properties
DFT total energy = -58997.37144 eV
Frontier orbital gap = 5.8 eV
Lowest unoccupied orbital energy = -3.558 eV

=====

ORCA calculation (the ωB97M-V functional and the def2-TZVPD basis) on the molecule C3H5N3O.

```
! wB97M-V def2-TZVPD RIJCOSX def2/J DEFGRID3
* xyz 0 1
O -0.320 -1.113 0.245
N 0.316 0.024 -0.376
N -1.656 1.220 0.128
N -2.320 0.011 -0.181
C -0.385 1.175 0.028
C 1.717 -0.059 -0.021
C -1.653 -1.054 -0.051
H 0.195 2.079 0.189
H 2.124 -0.988 -0.417
H 1.865 -0.048 1.066
H 2.235 0.779 -0.486
H -2.117 -2.027 -0.125
*
```

Properties
SMILES = CN1C=NN=CO1
DFT total energy = -9706.32542 eV
Frontier orbital gap = 9.6 eV
Lowest unoccupied orbital energy = 0.600 eV

=====

ORCA calculation (the ωB97M-V functional and the def2-TZVPD basis) on a cluster of 2 separate species, C11H18NO3 in total at a distorted geometry.

```
! wB97M-V def2-TZVPD RIJCOSX def2/J DEFGRID3
* xyz -1 3
O 2.501 -1.486 1.154
O -2.183 2.360 0.746
O -0.139 2.915 0.007
N 2.975 0.455 -0.034
C 2.709 1.765 -0.486
C -3.248 -0.443 1.155
C -0.860 0.640 0.399
C -1.165 -1.735 1.575
C -2.611 0.234 -1.443
C 4.410 0.134 0.006
C -0.384 -1.234 -1.388
C -1.364 -0.286 -0.721
C 2.185 -0.411 0.641
C -1.730 -0.524 0.757
C -1.006 2.154 0.385
H 3.276 1.917 -1.469
H 5.001 0.461 -0.998
H 1.681 1.797 -0.556
H -0.439 -1.411 2.438
H -2.286 0.604 -2.476
H -3.279 0.602 1.499
H -0.636 -2.230 -1.328
H 5.053 0.675 0.790
H 4.669 -0.835 0.009
H 2.948 2.476 0.204
H -3.749 -0.725 0.262
H -1.984 -2.353 2.092
H -0.550 -2.472 0.976
H -3.148 -0.710 -1.766
H 0.596 -1.143 -0.928
H -3.416 -1.200 1.957
H -3.266 1.022 -0.960
H -0.563 -1.013 -2.500
*
```

Properties
DFT total energy = -19326.53385 eV
Frontier orbital gap (alpha / beta) = 6.3 / 7.0 eV
Lowest unoccupied orbital energy (alpha / beta) = 3.109 / 2.716 eV

=====

ORCA calculation (the ωB97M-V functional and the def2-TZVPD basis) on a structure of composition C27H28Cl3N2O2PtSTe at a distorted geometry.

```
! wB97M-V def2-TZVPD RIJCOSX def2/J DEFGRID3
* xyz -1 3
Pt 0.387 0.659 0.304
Te 1.633 1.277 2.458
Cl -2.481 -3.631 1.008
Cl -6.978 -0.705 1.325
Cl -2.201 1.741 0.876
S -0.385 0.466 -2.028
O -1.153 -1.028 1.010
O 1.591 -1.157 -0.245
N 0.027 -2.197 -1.608
N -1.075 -1.616 -3.493
C 0.990 -5.611 1.865
C -1.302 -3.028 -3.743
C -5.246 -0.783 1.198
C -0.644 -0.517 -5.670
C 3.496 3.576 1.599
C 3.260 5.930 2.129
C 0.821 -5.734 0.495
C 0.831 -2.102 -0.549
C 1.080 -3.227 1.639
C 0.884 -3.345 0.268
C 1.108 -4.355 2.437
C 2.014 5.655 2.674
C -3.258 -2.084 1.076
C 2.265 3.308 2.199
C 4.303 2.484 0.964
C -3.134 0.294 1.028
C -0.437 -1.222 -2.355
C 0.149 4.112 3.295
C -4.507 0.385 1.116
C -2.414 -0.936 1.030
C 3.803 7.332 2.146
C 0.750 -4.605 -0.303
C 1.508 4.363 2.713
C -4.629 -2.024 1.167
C -2.702 -3.468 -3.315
C 3.978 4.880 1.582
C -1.587 -0.690 -4.476
H 1.423 6.469 3.078
H 0.228 3.477 4.178
H -0.566 -3.583 -3.167
H 3.664 1.849 0.348
H -4.994 1.349 1.132
H 0.591 -4.696 -1.368
H -2.556 -1.056 -4.829
H 0.326 -0.163 -5.329
H -1.735 0.275 -3.992
H 1.220 -4.257 3.508
H 3.083 8.032 1.722
H 4.943 5.080 1.131
H 1.017 -6.495 2.488
H -1.062 0.212 -6.362
H 1.171 -2.233 2.054
H 4.729 7.401 1.578
H -2.848 -4.522 -3.546
H -0.476 3.589 2.569
H 4.759 1.846 1.724
H -5.218 -2.927 1.213
H 5.094 2.897 0.339
H 0.739 -6.716 0.048
H -3.477 -2.897 -3.827
H -1.148 -3.229 -4.808
H -0.502 -1.457 -6.201
H 4.010 7.648 3.170
H -0.341 5.043 3.576
H -2.821 -3.331 -2.241
*
```

Properties
DFT total energy = -94473.62630 eV
Frontier orbital gap (alpha / beta) = 7.0 / 5.9 eV
Lowest unoccupied orbital energy (alpha / beta) = 2.530 / 1.508 eV